[1]
2 unconnected molecules or ions with the total composition C6H10NO, computed with ωB97M-V with the def2-TZVPD basis set.

XYZ file:
```
18
Properties=species:S:1:pos:R:3:forces:R:3
C 1.97420 0.52075 1.25073 -4.4 -1.0 -0.6
C -1.10178 -1.21867 -0.87424 2.5 -2.2 0.5
C -1.77820 0.27230 0.81514 -1.7 0.5 4.2
C -1.76124 1.14331 -0.31249 0.7 1.9 -1.7
C -2.11514 -0.31660 -0.50439 0.8 -1.3 -1.5
C 2.29693 -0.62825 -0.83305 1.2 -0.7 1.0
N 1.48896 -0.07407 0.20393 0.3 1.9 2.5
O -0.31100 -2.04547 -0.95560 -2.8 2.2 -0.3
H 2.87483 0.42952 1.78389 1.9 -0.1 -0.3
H 1.17687 1.01579 1.89318 1.0 -0.4 -0.8
H -0.97617 -0.02385 1.49269 0.4 -0.1 -1.0
H -2.69778 0.37150 1.45599 0.8 -0.1 -0.8
H -2.58298 1.86663 -0.43610 0.3 -0.7 0.0
H -0.86586 1.42886 -0.86871 0.0 0.0 0.7
H -3.05285 -0.61042 -0.89049 -1.1 -0.4 0.1
H 1.67759 -1.38978 -1.32740 1.0 0.3 -0.2
H 3.31261 -1.00934 -0.48578 -1.2 0.2 -0.5
H 2.44101 0.26780 -1.40730 0.4 -0.1 -1.2
```
Forces are in eV/Å.

The value obtained for the relative energy (zero: lowest compared OMol25 entry of this formula, charge and spin) is 311.91 kJ/mol. The HOMO-LUMO gap is 0.313 Eh. As for the net charge: +1. The highest occupied orbital energy comes out at -13.409 eV.

Taken from the Mulliken analysis, the atomic charges in e are: -0.346, 0.578, -0.360, -0.425, -0.175, -0.776, -0.170, -0.173, 0.319, 0.160, 0.224, 0.279, 0.281, 0.253, 0.458, 0.227, 0.314, 0.333

=====

[2]
A gas-phase ion, C6H10NO (charge +1), computed with ωB97M-V with the def2-TZVPD basis set.

XYZ file:
```
18
Properties=species:S:1:pos:R:3:forces:R:3
C 0.96961 1.75980 -0.72588 0.9 1.4 -1.5
C 0.83564 2.61732 0.53872 -0.7 0.0 -1.1
C -1.81275 -0.06268 -0.54205 -0.5 -0.7 -0.8
C 0.10141 0.05535 1.00881 -0.5 0.8 1.0
C -0.41229 -0.56203 -0.25595 -4.6 1.6 3.9
C 0.43146 -1.44040 -0.84613 0.0 0.5 -3.7
N 0.77688 1.16056 0.41123 1.4 -0.7 1.1
O 1.11715 1.58996 -1.91741 -0.4 0.0 1.2
H -0.14967 2.98927 0.67783 -0.8 0.9 0.0
H 1.57439 3.18374 1.09101 0.6 -0.6 0.0
H -1.89848 0.97581 -0.19795 0.0 -0.3 0.1
H -1.84442 -0.04435 -1.62429 -0.9 -0.1 -0.4
H -0.63817 0.55567 1.75858 0.9 -1.6 -1.3
H 0.79722 -0.65574 1.43378 0.1 0.2 0.9
H -2.79015 -0.62945 -0.10860 2.8 0.8 -0.9
H -0.03061 -2.15176 -1.50651 -0.2 -0.7 -0.2
H 1.17415 -1.74562 -0.17176 1.6 -0.6 0.0
H 0.71432 -0.67129 -1.76978 0.3 -0.9 1.7
```
Forces are in eV/Å.

The value obtained for the relative energy (zero: lowest compared OMol25 entry of this formula, charge and spin) is 438.11 kJ/mol. The HOMO-LUMO gap is 0.290 Eh. As for the net charge: +1. The highest occupied orbital energy comes out at -14.152 eV.

Taken from the Mulliken analysis, the atomic charges in e are: 0.623, -0.577, -0.996, -0.574, 0.667, -0.918, 0.024, -0.554, 0.262, 0.260, 0.328, 0.359, 0.335, 0.270, 0.338, 0.436, 0.347, 0.369

=====

[3]
A gas-phase ion, C6H10NO (charge +1), computed with ωB97M-V with the def2-TZVPD basis set.

XYZ file:
```
18
Properties=species:S:1:pos:R:3:forces:R:3
C -1.42772 -1.39154 0.29367 0.5 1.5 1.4
C -1.13821 -0.19738 1.10694 0.7 -3.1 0.2
C 0.23181 0.67686 -0.89920 1.5 -1.0 0.2
C 0.21659 0.36247 0.56198 -2.0 2.7 0.0
C 0.77116 1.89708 -1.51520 1.6 -2.5 1.6
C 1.23590 -0.69290 1.01557 -1.3 -0.4 0.6
N -1.90316 -2.27568 -0.24910 0.8 1.8 0.8
O -2.31373 -3.11129 -0.90852 -1.8 -3.8 -2.4
H -2.00949 0.39845 0.96245 -0.3 1.1 0.7
H -0.92708 -0.64850 2.17062 -0.6 1.7 -1.7
H -0.04870 -0.15953 -1.56679 -0.2 0.5 0.1
H 0.20923 1.36086 1.04955 1.2 -0.6 0.1
H 1.08898 2.62965 -0.81533 0.2 0.7 0.4
H 0.07891 2.19678 -2.20053 -2.7 1.4 -1.9
H 1.53845 1.70942 -2.31869 -0.1 -0.5 0.9
H 0.79125 -1.71267 0.78454 0.5 1.2 1.0
H 1.50247 -0.38638 2.05024 -0.4 -0.9 -0.5
H 2.10334 -0.65569 0.47777 2.5 0.2 -1.4
```
Forces are in eV/Å.

The value obtained for the relative energy (zero: lowest compared OMol25 entry of this formula, charge and spin) is 552.20 kJ/mol. The HOMO-LUMO gap is 0.223 Eh. As for the net charge: +1. The highest occupied orbital energy comes out at -13.210 eV.

Taken from the Mulliken analysis, the atomic charges in e are: -0.170, -0.615, 0.095, 0.441, -1.277, -1.334, 0.656, -0.647, 0.352, 0.299, 0.406, 0.337, 0.372, 0.446, 0.403, 0.380, 0.343, 0.513

=====

[4]
A gas-phase ion, C6H10NO2 (charge +1), computed with ωB97M-V with the def2-TZVPD basis set.

XYZ file:
```
19
Properties=species:S:1:pos:R:3:forces:R:3
C -1.52227 -1.05195 0.52494 1.1 2.0 -2.3
C -1.87816 0.60529 -1.09927 0.8 1.8 2.7
C -0.44198 0.88707 -0.55792 -1.7 -3.0 0.3
C 0.57414 -0.14917 -0.86363 0.7 -2.1 0.2
C -0.22321 -0.27947 0.42869 -2.1 0.7 0.0
C 2.05464 0.11110 -0.61334 1.1 1.5 0.0
N 0.34236 -0.29176 1.77582 2.9 -0.2 2.1
O -1.71942 -1.90109 1.31038 -0.7 -1.2 1.3
O -2.34232 -0.58896 -0.42160 -1.0 0.4 -0.4
H -2.51325 1.56028 -1.01758 0.4 -1.9 0.5
H -1.74601 0.44420 -2.09741 -0.2 -1.0 -2.8
H -0.24138 1.86841 -0.34667 1.0 2.2 0.5
H 0.44496 -1.00405 -1.67519 -0.1 2.0 1.7
H 2.47142 1.06567 -0.11817 -1.5 -1.1 -0.3
H 2.45271 0.24979 -1.60872 0.6 -0.3 -0.2
H 2.59598 -0.70401 -0.11131 -0.3 -0.1 -0.4
H -0.00131 -1.11659 2.45372 1.0 1.2 -2.5
H 0.30678 0.48874 2.45085 -1.2 0.5 -0.9
H 1.38632 -0.19351 1.58643 -0.9 -1.3 0.7
```
Forces are in eV/Å.

The value obtained for the relative energy (zero: lowest compared OMol25 entry of this formula, charge and spin) is 74.17 kJ/mol. The HOMO-LUMO gap is 0.415 Eh. As for the net charge: +1. As for the SMILES: C[C@@H]1[C@H]2COC(=O)[C@@]12[NH3+]. The highest occupied orbital energy comes out at -14.968 eV.

Taken from the Mulliken analysis, the atomic charges in e are: 0.468, -0.531, -0.573, 0.420, 0.217, -1.877, -0.275, -0.518, -0.337, 0.312, 0.349, 0.505, 0.336, 0.399, 0.396, 0.503, 0.431, 0.364, 0.408

=====

[5]
2 unconnected molecules or ions with the total composition C6H10NO2S, computed with ωB97M-V with the def2-TZVPD basis set.

XYZ file:
```
20
Properties=species:S:1:pos:R:3:forces:R:3
C 1.06239 1.68063 -0.13358 0.0 2.4 -0.2
C -3.17117 -1.23732 -0.44660 -3.9 2.0 1.0
C 1.30519 -0.66060 -0.40854 -2.0 -0.7 1.7
C -3.44005 -0.63106 0.86081 2.0 -1.7 0.4
C 3.38800 0.70971 0.13064 -2.3 5.4 0.0
C 1.94700 0.62056 -0.69477 1.4 -1.6 3.2
N 0.19717 -0.80672 0.26040 0.4 -1.7 -1.6
O 0.09929 1.60645 0.58283 0.6 -0.3 -0.6
O -2.08756 -1.27378 -0.91953 3.7 -0.6 -1.3
S 1.31680 -2.37483 -0.20737 -0.2 1.3 -0.1
H 1.46703 2.66438 -0.50254 -0.5 -0.2 0.5
H -4.07922 -1.46463 -1.01847 0.3 -0.7 -0.5
H -4.35457 -0.93460 1.28237 -0.8 -0.9 0.9
H -3.48318 0.39982 0.88692 -0.2 2.5 -0.9
H -2.49822 -0.79627 1.39942 -0.6 -0.4 0.9
H 3.77861 1.74724 -0.30525 -0.5 -2.2 1.1
H 3.33886 0.85866 1.27247 -0.4 -0.6 -1.9
H 4.05799 0.00297 -0.15461 1.7 -2.3 -0.8
H 2.09873 0.80064 -1.70976 0.6 0.1 -1.8
H -0.94309 -0.91123 -0.17481 0.8 0.0 0.0
```
Forces are in eV/Å.

The value obtained for the relative energy (zero: lowest compared OMol25 entry of this formula, charge and spin) is 427.39 kJ/mol. The HOMO-LUMO gap is 0.330 Eh. As for the net charge: +1. The highest occupied orbital energy comes out at -13.586 eV.

Taken from the Mulliken analysis, the atomic charges in e are: -0.059, 0.400, -0.085, -1.132, -1.051, 0.420, -0.220, -0.409, -0.483, -0.024, 0.312, 0.392, 0.341, 0.340, 0.334, 0.326, 0.331, 0.404, 0.397, 0.467

=====

[6]
A gas-phase ion, C6H10NO3S (charge +1), computed with ωB97M-V with the def2-TZVPD basis set.

XYZ file:
```
21
Properties=species:S:1:pos:R:3:forces:R:3
C 0.03484 0.34778 0.31811 -0.1 -0.8 -0.2
C 0.68361 -0.75612 -0.07699 1.2 1.1 1.0
C 2.19347 -0.54770 -0.24747 -1.4 -0.5 -1.1
C -2.18510 -0.67177 0.13812 -1.6 1.7 -0.7
C 3.94052 0.83044 0.08870 2.0 -0.5 0.3
C -4.24291 1.36643 -0.12816 -0.4 -0.9 0.1
N 0.22347 -2.05169 -0.21913 -0.7 2.1 -0.3
O 2.85155 -1.44713 -0.70985 0.2 0.7 0.7
O -1.39068 0.33204 0.38717 -0.2 -0.8 0.0
O 2.56782 0.69891 0.05666 -1.7 -1.5 0.1
S -3.81049 -0.32920 -0.34767 1.1 -1.7 0.3
H 0.57456 1.29554 0.54670 -1.4 -0.8 -0.2
H -2.00903 -1.77791 0.10030 0.5 1.3 0.1
H 4.33120 0.63466 -0.88515 0.4 0.3 -0.8
H 4.39637 0.03901 0.70580 -0.2 0.6 0.2
H 4.12740 1.82438 0.43746 0.4 0.4 0.2
H -4.55336 1.47903 0.86331 -1.1 0.0 1.5
H -4.98618 1.66159 -0.82973 -0.7 -0.2 -0.5
H -3.46952 2.02041 -0.19428 2.7 1.7 -0.7
H 0.94614 -2.59088 -0.62325 0.7 -1.2 -0.1
H -0.22370 -2.35781 0.61936 0.2 -0.9 0.2
```
Forces are in eV/Å.

The value obtained for the relative energy (zero: lowest compared OMol25 entry of this formula, charge and spin) is 0.00 kJ/mol. The HOMO-LUMO gap (spin up / spin down) is 0.290 / 0.290 Eh. As for the net charge: +1. The highest occupied orbital energy (spin up / spin down) comes out at -13.124 / -13.123 eV.

Taken from the Mulliken analysis, the atomic charges in e are: -0.772, 0.547, 0.691, 0.302, -0.667, -0.872, -0.512, -0.553, -0.198, -0.338, 0.084, 0.487, 0.313, 0.320, 0.317, 0.253, 0.359, 0.367, 0.348, 0.258, 0.264

=====

[7]
A single C6H10NOP molecule, computed with ωB97M-V with the def2-TZVPD basis set.

XYZ file:
```
19
Properties=species:S:1:pos:R:3:forces:R:3
C -0.27012 1.62128 0.98646 -2.7 2.0 -1.4
C -1.59218 1.99004 0.27104 -0.4 2.0 0.2
C 1.50925 -0.96252 -0.39475 -0.2 0.6 0.0
C 0.18552 -0.74583 -1.11027 0.1 2.7 -1.7
C 1.29260 -0.17693 0.93637 1.0 -0.9 -0.2
C -0.83991 -0.45454 0.00161 0.4 -1.0 -0.5
N -0.02958 0.34281 0.93630 -1.1 -4.2 -0.8
O 0.42687 2.43449 1.49212 1.8 1.9 1.2
P -2.33699 0.45596 -0.41674 -0.9 1.1 -1.1
H -2.25776 2.41440 1.01503 -0.2 -0.4 0.7
H -1.54425 2.98995 -0.29901 0.6 -2.0 0.0
H 1.70507 -1.97004 -0.17081 -0.1 -1.6 0.3
H 2.37761 -0.66702 -1.03315 -0.7 0.3 0.8
H 0.30778 0.28308 -1.71291 -0.4 -2.1 1.0
H -0.06536 -1.52476 -1.82806 -0.2 0.1 0.1
H 1.48744 -0.72159 1.86038 0.3 -0.2 -0.3
H 1.92082 0.63882 0.82820 1.5 1.7 0.7
H -1.24982 -1.43130 0.30034 0.6 0.1 1.0
H -3.17723 0.12291 0.68724 0.5 0.0 0.0
```
Forces are in eV/Å.

The value obtained for the relative energy (zero: lowest compared OMol25 entry of this formula, charge and spin) is 22.24 kJ/mol. The HOMO-LUMO gap is 0.367 Eh. As for the SMILES: O=C1CP[C@H]2CCCN12. The highest occupied orbital energy comes out at -9.087 eV.

Taken from the Mulliken analysis, the atomic charges in e are: 0.479, -0.584, -0.596, -0.644, -0.733, -0.171, 0.058, -0.627, -0.176, 0.341, 0.335, 0.277, 0.321, 0.230, 0.429, 0.394, 0.333, 0.312, 0.023

=====

[8]
A single C6H10NPS molecule, computed with ωB97M-V with the def2-TZVPD basis set.

XYZ file:
```
19
Properties=species:S:1:pos:R:3:forces:R:3
C -0.75456 -0.72180 0.13424 2.0 1.3 -1.4
C 1.25479 1.32952 -0.42580 -0.2 0.8 -0.3
C 0.00619 1.70920 1.50833 -1.9 0.0 0.9
C -1.75653 -1.00924 -1.02269 0.3 1.0 3.4
C -0.14030 2.47275 2.75272 3.5 1.2 1.7
C 1.49839 -1.11878 -1.87678 0.0 0.1 -0.3
N 0.83908 1.96776 0.61404 1.3 0.0 -1.8
P 1.00152 -0.39208 -0.29797 -0.7 -2.8 1.4
S -1.19359 0.40191 1.37106 0.1 0.0 -0.1
H -2.01156 -2.04161 -0.88769 0.2 -0.8 -1.1
H -2.64570 -0.50982 -0.61805 -0.2 0.4 -1.2
H -1.27554 -0.61504 -1.90321 -0.9 -0.3 -0.7
H 0.68140 2.08072 3.46834 -1.4 0.3 -0.7
H 0.22509 3.61107 2.71457 -1.7 -2.4 -0.4
H -1.09424 2.18088 3.13951 -0.6 0.8 0.8
H 0.57813 -1.33930 -2.42145 0.1 0.2 -0.2
H 1.88236 -2.10967 -1.62553 0.5 0.2 -0.3
H 2.16795 -0.44319 -2.50355 -0.8 -1.0 1.1
H 1.58787 -1.26628 0.74271 0.2 1.1 -0.8
```
Forces are in eV/Å.

The value obtained for the relative energy (zero: lowest compared OMol25 entry of this formula, charge and spin) is 268.12 kJ/mol. The HOMO-LUMO gap (spin up / spin down) is 0.267 / 0.266 Eh. The highest occupied orbital energy (spin up / spin down) comes out at -7.515 / -7.514 eV.

Taken from the Mulliken analysis, the atomic charges in e are: 0.078, -0.375, 0.672, -1.104, -1.133, -0.949, -0.217, 0.378, -0.305, 0.255, 0.354, 0.445, 0.238, 0.301, 0.349, 0.335, 0.350, 0.285, 0.043